# 1
Entry from OMol25: a cluster of 2 separate species, C5H14 in total (ωB97M-V/def2-TZVPD).

The total energy is -5410.196 eV. Its HOMO energy is -11.2 eV. Its energy above the lowest of the compared OMol25 structures with the same formula, charge and spin is 42.7 kcal per mole. Its SMILES is CCC.CC. The calculation puts the HOMO-LUMO gap at 12.2841 eV. The LUMO energy is 1.1 eV.

CARTESIAN COORDINATES (ANGSTROEM)
C 2.21 -0.20 0.47
C 0.86 0.55 0.51
C 1.10 1.86 1.28
H 2.34 -0.67 -0.47
H 2.37 -1.02 1.31
H 3.00 0.59 0.60
H 0.49 0.52 -0.62
H 0.14 0.05 1.16
H 1.54 1.55 2.30
H 1.85 2.40 0.67
H 0.32 2.67 1.46
C -2.68 -0.60 -0.97
C -1.44 -1.47 -1.26
H -3.19 -1.21 -0.06
H -2.65 0.45 -0.78
H -3.21 -0.74 -1.82
H -0.98 -1.54 -0.31
H -0.67 -1.25 -2.06
H -1.66 -2.56 -1.59


# 2
Entry from OMol25: a cluster of 6 separate species, C24H36BClF3O20S2 in total (ωB97M-V/def2-TZVPD).

The total energy is -109447.179 eV. Its HOMO energy is -5.2 eV. The total charge is -1. The calculation puts the HOMO-LUMO gap at 7.0258 eV. The LUMO energy is 1.8 eV.

CARTESIAN COORDINATES (ANGSTROEM)
C 0.46 -0.32 0.04
C 0.21 0.97 0.79
Cl 1.79 1.39 1.71
C -0.17 2.16 -0.07
B -1.29 1.90 -1.24
O -2.10 0.66 -1.17
C -2.47 0.40 -2.47
C -2.99 -1.02 -2.79
C -2.47 -2.16 -1.91
C -2.44 -3.44 -2.74
S -1.54 -4.85 -2.00
C -1.41 1.02 -3.40
O -1.90 1.51 -4.60
S -0.02 -0.22 -3.91
O 0.09 -1.39 -3.08
O -0.14 -0.52 -5.33
C 1.61 0.68 -3.80
F 1.58 1.76 -4.57
F 1.94 1.03 -2.56
F 2.55 -0.16 -4.27
O -0.77 1.96 -2.68
H 1.11 -0.97 0.62
H 0.91 -0.15 -0.93
H -0.49 -0.84 -0.06
H -0.50 0.85 1.60
H 0.73 2.56 -0.54
H -0.56 2.95 0.58
H -2.08 2.87 -1.16
H -3.33 1.07 -2.68
H -2.68 -1.25 -3.82
H -4.08 -0.98 -2.75
H -1.47 -1.96 -1.54
H -3.16 -2.30 -1.07
H -1.94 -3.25 -3.69
H -3.46 -3.79 -2.95
H -1.35 -4.39 -0.76
H -2.48 0.85 -4.99
C 4.37 -4.81 -1.11
C 3.63 -5.65 -2.13
O 2.33 -5.75 -1.55
C 2.15 -4.70 -0.70
O 1.12 -4.41 -0.20
O 3.32 -4.04 -0.52
H 5.12 -4.16 -1.54
H 4.83 -5.43 -0.33
H 3.54 -5.14 -3.10
H 4.05 -6.64 -2.29
C 1.61 4.78 5.24
C 2.74 3.77 5.17
O 2.11 2.57 5.62
C 0.77 2.69 5.40
O -0.01 1.80 5.50
O 0.46 3.96 5.04
H 1.66 5.54 4.46
H 1.54 5.26 6.21
H 3.10 3.61 4.15
H 3.58 4.02 5.81
C -1.59 -0.93 2.82
C -2.44 -1.65 3.84
O -3.63 -1.95 3.10
C -3.31 -1.96 1.78
O -4.02 -2.34 0.90
O -2.06 -1.50 1.59
H -0.52 -1.10 2.93
H -1.78 0.15 2.80
H -1.99 -2.59 4.17
H -2.69 -1.04 4.71
C -1.35 8.39 5.36
C -2.14 7.94 6.58
O -1.15 7.23 7.33
C 0.07 7.68 6.97
O 1.09 7.40 7.52
O -0.02 8.48 5.88
H -1.66 9.35 4.96
H -1.36 7.64 4.56
H -2.49 8.79 7.17
H -2.97 7.29 6.34
C 0.94 -4.42 -6.10
C 2.08 -3.60 -5.54
O 2.77 -4.57 -4.72
C 2.48 -5.80 -5.18
O 3.02 -6.80 -4.82
O 1.49 -5.75 -6.10
H 0.66 -4.13 -7.11
H 0.06 -4.40 -5.45
H 2.77 -3.26 -6.31
H 1.75 -2.76 -4.95